No. 1
{
  "formula": "C38H32N2O7PPmS3Sb",
  "method": "the ωB97M-V functional and the def2-TZVPD basis",
  "elements": ["Pm", "C", "O", "C", "C", "C", "C", "C", "C", "O", "C", "O", "C", "H", "H", "H", "H", "H", "H", "H", "H", "H", "C", "C", "C", "C", "C", "C", "P", "C", "C", "C", "C", "C", "C", "C", "C", "C", "C", "C", "C", "C", "C", "C", "C", "H", "H", "H", "H", "H", "H", "H", "H", "H", "H", "H", "H", "H", "H", "H", "H", "S", "Sb", "S", "S", "N", "H", "H", "H", "O", "C", "O", "C", "C", "C", "C", "C", "C", "N", "O", "O", "H", "H", "H", "H"],
  "coordinates": [[-0.502, 0.972, 1.114], [4.930, -4.084, 1.323], [3.830, -4.582, 2.041], [2.782, -3.736, 2.316], [1.796, -4.276, 3.162], [0.743, -3.496, 3.556], [0.592, -2.175, 3.111], [-0.386, -1.279, 3.667], [-1.336, -1.744, 4.751], [-0.442, -0.087, 3.325], [1.532, -1.643, 2.156], [1.406, -0.486, 1.623], [2.647, -2.461, 1.827], [5.671, -4.885, 1.329], [5.348, -3.191, 1.797], [4.668, -3.840, 0.288], [1.924, -5.284, 3.523], [0.014, -3.916, 4.235], [-0.815, -2.286, 5.534], [-2.112, -2.376, 4.321], [-1.810, -0.862, 5.178], [3.389, -2.006, 1.189], [6.154, 0.965, -2.375], [5.385, -0.060, -2.899], [4.062, -0.208, -2.522], [3.486, 0.669, -1.606], [4.267, 1.698, -1.088], [5.587, 1.846, -1.469], [1.726, 0.678, -1.061], [1.136, -0.877, -1.823], [-0.042, -0.895, -2.572], [-0.497, -2.074, -3.139], [0.206, -3.256, -2.956], [1.350, -3.256, -2.172], [1.802, -2.082, -1.598], [1.122, 1.850, -2.349], [1.629, 1.812, -3.626], [1.171, 2.706, -4.598], [0.206, 3.621, -4.285], [-0.334, 3.688, -2.985], [-1.348, 4.609, -2.662], [-1.830, 4.663, -1.384], [-1.337, 3.799, -0.391], [-0.377, 2.812, -0.626], [0.126, 2.792, -1.972], [7.191, 1.069, -2.664], [5.821, -0.750, -3.611], [3.478, -1.002, -2.965], [3.833, 2.373, -0.363], [6.174, 2.648, -1.048], [-0.599, 0.024, -2.690], [-1.403, -2.077, -3.732], [-0.132, -4.171, -3.423], [1.890, -4.179, -2.017], [2.687, -2.094, -0.979], [2.386, 1.089, -3.899], [1.585, 2.660, -5.597], [-0.152, 4.317, -5.036], [-1.736, 5.260, -3.438], [-2.618, 5.367, -1.132], [-1.748, 3.935, 0.615], [2.122, 1.966, 5.600], [1.441, 1.945, 3.406], [3.075, 2.667, 1.969], [-0.593, 3.033, 2.993], [-1.050, -1.659, 0.344], [-1.695, -1.351, -0.384], [-1.598, -2.187, 1.019], [-0.371, -2.285, -0.079], [-2.572, 0.688, -0.330], [-3.155, 0.643, 0.790], [-2.536, 0.330, 1.840], [-4.610, 0.885, 0.922], [-5.460, 0.957, -0.182], [-6.818, 1.072, -0.009], [-7.360, 1.131, 1.286], [-6.504, 1.097, 2.399], [-5.152, 0.973, 2.210], [-8.740, 1.221, 1.468], [-9.196, 1.266, 2.630], [-9.480, 1.248, 0.460], [-5.022, 0.910, -1.168], [-7.495, 1.109, -0.849], [-6.933, 1.160, 3.388], [-4.473, 0.938, 3.049]],
  "forces_ev_per_a": [[0.046, -0.919, -1.473], [0.170, 0.140, -0.158], [-0.637, 0.161, 0.310], [0.102, -0.043, -0.128], [-0.070, -0.214, 0.173], [0.183, -0.134, -0.075], [0.127, 0.364, -0.358], [0.111, 0.054, 0.200], [0.050, 0.377, -0.110], [-0.170, -0.322, 0.890], [-0.396, 0.020, 0.406], [0.402, -0.104, 0.149], [0.456, -0.002, -0.182], [-0.039, 0.133, -0.045], [0.001, -0.014, 0.005], [-0.024, -0.001, 0.023], [-0.028, -0.113, 0.023], [-0.041, 0.002, 0.071], [0.033, -0.120, 0.035], [-0.027, -0.118, -0.037], [-0.002, -0.018, -0.055], [0.108, 0.013, -0.092], [0.101, 0.006, 0.015], [0.169, -0.067, -0.112], [-0.120, -0.012, 0.029], [0.044, -0.089, 0.374], [-0.029, -0.050, 0.038], [0.098, 0.061, -0.020], [-0.034, 0.338, -0.966], [-0.058, -0.159, -0.043], [0.157, 0.004, 0.074], [-0.115, -0.113, -0.056], [-0.004, 0.019, -0.063], [-0.050, -0.164, -0.021], [-0.117, 0.121, 0.048], [0.311, -0.117, -0.121], [-0.080, -0.047, 0.257], [-0.080, 0.114, -0.257], [0.091, 0.005, -0.102], [-0.029, -0.142, 0.120], [-0.167, 0.200, 0.136], [-0.099, 0.136, -0.182], [0.465, -0.467, 0.239], [-0.495, 0.639, -0.266], [-0.032, 0.002, 0.188], [0.063, 0.023, -0.032], [-0.011, -0.035, -0.038], [-0.021, -0.016, 0.005], [-0.016, 0.033, -0.052], [0.075, 0.086, 0.042], [-0.087, 0.047, -0.142], [-0.024, 0.058, 0.027], [-0.051, -0.035, 0.016], [0.067, -0.074, 0.068], [0.062, -0.013, 0.025], [0.029, -0.002, 0.021], [0.002, 0.036, -0.085], [-0.044, 0.033, -0.017], [0.002, 0.037, -0.005], [0.037, 0.015, -0.014], [0.040, -0.142, -0.222], [-0.463, -0.575, -0.914], [1.296, 2.170, 1.555], [-0.748, -0.621, 0.460], [0.741, -0.454, 0.294], [-0.154, 0.041, -0.094], [0.060, -0.065, 0.116], [0.123, 0.147, -0.031], [-0.024, 0.026, 0.068], [0.638, 0.191, -0.064], [-2.521, -0.115, -0.898], [0.510, -0.156, 1.095], [0.760, -0.040, 0.012], [-0.088, 0.031, 0.006], [0.013, -0.006, -0.471], [-0.664, 0.059, 0.100], [0.139, 0.006, 0.368], [-0.187, -0.035, 0.037], [1.479, -0.104, -0.231], [-0.483, 0.050, 1.170], [-0.791, 0.034, -1.012], [-0.007, -0.011, -0.148], [-0.001, 0.017, 0.020], [-0.034, 0.022, -0.024], [-0.003, -0.020, 0.108]],
  "total_energy_ha": -4488.115824,
  "homo_energy_ev": [-0.24, -3.41],
  "lumo_ev": [2.463, 2.448],
  "spin_multiplicity": 6,
  "gap_ev": [2.704, 5.855],
  "charge": -2
}



No. 2
{
  "formula": "C65H50BiClF5N3O4P2S3Te",
  "method": "the ωB97M-V functional and the def2-TZVPD basis",
  "elements": ["Bi", "O", "S", "C", "C", "C", "C", "C", "C", "C", "C", "C", "C", "P", "C", "C", "C", "C", "C", "C", "C", "C", "C", "C", "C", "C", "C", "C", "C", "C", "C", "C", "C", "C", "C", "C", "C", "C", "P", "C", "C", "C", "C", "C", "C", "C", "C", "C", "C", "C", "C", "C", "C", "H", "H", "H", "H", "H", "H", "H", "H", "H", "H", "H", "H", "H", "H", "H", "H", "H", "H", "H", "H", "H", "H", "H", "H", "H", "H", "H", "H", "H", "H", "H", "H", "H", "H", "H", "H", "F", "Te", "F", "F", "F", "F", "O", "S", "C", "N", "C", "C", "C", "C", "H", "H", "H", "H", "H", "Cl", "C", "C", "C", "C", "C", "C", "C", "O", "O", "H", "H", "H", "H", "C", "C", "C", "C", "N", "C", "S", "N", "H", "H", "H", "H", "H"],
  "coordinates": [[0.528, -1.803, -1.507], [0.968, 0.351, -2.640], [0.905, 1.383, -1.543], [2.562, 2.093, -1.535], [3.422, 1.718, -2.536], [4.632, 2.386, -2.784], [4.949, 3.466, -2.006], [6.041, 4.493, -2.098], [5.852, 5.394, -0.851], [4.560, 4.935, -0.240], [3.811, 5.426, 0.794], [2.614, 4.770, 1.123], [2.153, 3.659, 0.444], [0.597, 2.820, 0.900], [-0.153, 4.010, 2.077], [-0.141, 3.883, 3.462], [-0.867, 4.771, 4.238], [-1.609, 5.778, 3.643], [-1.625, 5.908, 2.264], [-0.908, 5.022, 1.485], [1.322, 1.550, 2.052], [2.517, 1.814, 2.853], [2.845, 1.026, 3.891], [1.984, -0.020, 4.346], [0.785, -0.231, 3.773], [0.395, 0.482, 2.561], [2.898, 3.141, -0.647], [4.100, 3.806, -0.939], [0.110, 2.818, -2.356], [0.820, 3.884, -2.859], [0.208, 5.028, -3.405], [-1.155, 5.100, -3.398], [-2.105, 6.190, -3.804], [-3.512, 5.565, -3.649], [-3.269, 4.226, -3.021], [-4.125, 3.249, -2.599], [-3.572, 2.045, -2.152], [-2.216, 1.783, -2.079], [-1.807, 0.046, -1.544], [-2.985, -0.725, -2.732], [-2.478, -0.838, -4.023], [-3.211, -1.455, -5.019], [-4.469, -1.962, -4.739], [-4.991, -1.825, -3.465], [-4.258, -1.209, -2.465], [-2.635, 0.234, 0.086], [-3.371, -0.761, 0.715], [-3.914, -0.544, 1.972], [-3.691, 0.648, 2.639], [-2.932, 1.637, 2.034], [-2.417, 1.431, 0.769], [-1.308, 2.809, -2.431], [-1.888, 3.994, -2.929], [3.115, 0.916, -3.190], [5.258, 2.067, -3.603], [5.904, 5.074, -3.015], [7.033, 4.043, -2.139], [5.808, 6.454, -1.112], [6.673, 5.262, -0.140], [4.112, 6.296, 1.361], [2.027, 5.158, 1.945], [0.426, 3.090, 3.931], [-0.858, 4.673, 5.313], [-2.179, 6.458, 4.254], [-2.207, 6.690, 1.802], [-0.928, 5.094, 0.404], [3.120, 2.668, 2.586], [3.758, 1.208, 4.438], [2.280, -0.584, 5.216], [0.061, -0.907, 4.200], [-0.671, 0.541, 2.356], [1.898, 3.872, -2.844], [0.823, 5.828, -3.793], [-1.911, 6.522, -4.825], [-1.982, 7.056, -3.147], [-3.994, 5.430, -4.621], [-4.171, 6.183, -3.040], [-5.196, 3.369, -2.627], [-4.255, 1.267, -1.852], [-1.485, -0.460, -4.232], [-2.789, -1.556, -6.008], [-5.039, -2.461, -5.511], [-5.973, -2.219, -3.247], [-4.687, -1.120, -1.481], [-3.480, -1.718, 0.236], [-4.495, -1.327, 2.440], [-4.093, 0.804, 3.630], [-2.726, 2.565, 2.551], [-1.822, 2.206, 0.302], [2.445, -2.673, 3.345], [2.184, -1.990, 1.381], [2.774, -0.810, -0.214], [3.805, -3.072, 1.307], [3.578, -0.797, 2.044], [2.190, -3.380, -0.342], [1.184, 0.282, 1.420], [-0.900, -2.304, 1.626], [-0.178, -3.581, 2.421], [0.770, -4.312, 1.767], [1.482, -5.284, 2.372], [1.279, -5.575, 3.687], [0.261, -4.898, 4.388], [-0.462, -3.928, 3.761], [0.813, -4.211, 0.750], [2.225, -5.782, 1.767], [1.888, -6.314, 4.178], [0.067, -5.148, 5.420], [-1.255, -3.384, 4.249], [-5.959, -7.453, -2.492], [-4.649, -6.418, -2.058], [-4.902, -5.299, -1.279], [-3.862, -4.452, -0.959], [-2.572, -4.731, -1.395], [-2.328, -5.865, -2.160], [-3.368, -6.707, -2.505], [-1.493, -3.735, -1.207], [-0.299, -4.076, -1.045], [-1.806, -2.522, -1.300], [-5.903, -5.100, -0.934], [-4.038, -3.575, -0.360], [-1.327, -6.069, -2.513], [-3.184, -7.576, -3.121], [4.656, -2.031, -1.876], [3.772, -2.829, -2.753], [4.300, -3.896, -3.485], [3.460, -4.554, -4.358], [2.191, -4.209, -4.518], [1.745, -3.243, -3.743], [0.088, -2.763, -3.783], [2.477, -2.539, -2.867], [5.700, -2.187, -2.140], [4.511, -2.341, -0.839], [4.402, -0.975, -1.925], [5.328, -4.187, -3.357], [3.800, -5.389, -4.959]],
  "forces_ev_per_a": [[0.215, -0.345, 0.260], [0.418, -0.606, -0.612], [0.550, 1.008, -1.006], [-0.067, -0.218, 0.144], [-0.421, -0.229, 0.051], [0.216, 0.277, 0.165], [-0.171, -0.132, -0.036], [0.216, 0.072, -0.119], [0.183, 0.159, 0.036], [-0.219, 0.014, 0.175], [0.305, 0.045, -0.189], [-0.161, -0.227, -0.136], [-0.383, 0.260, 0.149], [0.454, 0.511, 1.175], [-0.055, -0.280, -0.327], [0.071, -0.068, -0.134], [-0.034, 0.014, 0.116], [-0.002, 0.029, 0.092], [-0.035, 0.066, -0.022], [0.131, -0.102, 0.024], [-0.231, 0.900, -0.005], [0.182, -0.062, 0.207], [0.113, 0.561, -0.407], [-0.628, -0.197, 0.104], [0.177, 0.211, 0.412], [-1.076, 0.367, 0.773], [0.387, 0.335, 0.107], [-0.166, -0.130, 0.053], [0.297, -0.207, 0.250], [0.143, -0.282, 0.073], [-0.265, 0.135, -0.054], [0.275, -0.134, 0.046], [0.035, 0.191, -0.098], [-0.172, 0.143, -0.079], [0.077, -0.235, 0.059], [0.052, 0.239, -0.091], [0.136, -0.051, 0.041], [0.082, -0.126, -0.029], [-1.478, 0.836, -0.051], [0.136, -0.041, -0.043], [0.044, 0.103, 0.193], [0.001, -0.022, -0.104], [-0.004, -0.013, -0.142], [-0.099, -0.038, 0.024], [0.055, 0.009, -0.036], [0.084, -0.286, 0.046], [-0.016, 0.067, -0.100], [-0.122, -0.023, 0.116], [-0.063, -0.066, 0.031], [0.003, 0.050, 0.026], [-0.085, 0.098, -0.104], [-0.374, 0.160, -0.103], [0.054, -0.044, 0.083], [-0.068, -0.126, -0.068], [0.082, -0.038, -0.127], [0.105, -0.041, 0.033], [0.004, 0.022, -0.032], [0.093, -0.069, 0.031], [-0.023, 0.054, -0.063], [0.064, 0.080, 0.015], [-0.026, -0.002, 0.032], [0.028, -0.029, 0.051], [-0.004, -0.011, 0.092], [-0.074, 0.105, 0.091], [-0.078, 0.098, -0.068], [-0.059, 0.052, -0.102], [0.103, 0.010, 0.018], [0.102, 0.069, 0.024], [-0.017, -0.142, 0.030], [-0.020, -0.121, 0.049], [0.182, 0.006, -0.048], [0.041, -0.035, 0.040], [0.045, 0.046, 0.020], [-0.018, 0.067, 0.031], [-0.004, -0.024, -0.090], [-0.015, 0.078, 0.043], [-0.045, 0.026, -0.036], [-0.162, 0.024, -0.021], [-0.098, -0.050, 0.016], [0.053, 0.038, -0.112], [0.032, -0.008, -0.094], [-0.017, -0.013, -0.012], [-0.092, -0.009, 0.063], [-0.048, 0.008, 0.187], [-0.048, -0.067, -0.033], [0.013, -0.041, 0.033], [-0.060, 0.001, 0.049], [-0.008, 0.093, 0.025], [-0.171, 0.006, 0.060], [-0.810, 0.300, -1.044], [6.236, 0.112, 1.424], [-0.773, -0.700, 0.058], [-0.741, 0.348, -0.093], [-0.939, -0.272, -0.060], [-1.003, 0.478, 0.012], [0.161, -0.813, -0.770], [-0.636, 0.297, -0.031], [-0.170, -0.293, 0.027], [-0.720, -0.461, 0.295], [0.334, -0.449, 0.491], [0.006, 0.010, -0.233], [0.103, 0.037, -0.252], [0.135, -0.110, 0.075], [0.135, -0.070, -0.160], [-0.005, 0.071, -0.081], [0.066, -0.117, -0.023], [-0.043, 0.004, 0.078], [0.000, 0.052, 0.072], [-0.221, -0.206, -0.075], [0.294, 0.159, -0.017], [-0.058, -0.151, 0.042], [0.216, -0.133, -0.064], [-0.139, -0.149, -0.173], [0.026, 0.088, 0.106], [-0.139, -0.079, 0.049], [0.107, -0.228, 0.163], [0.167, -0.435, 0.007], [-0.152, 0.051, 0.064], [-0.143, 0.012, 0.025], [-0.070, 0.157, 0.028], [0.090, 0.049, 0.012], [-0.071, -0.047, -0.014], [0.050, 0.125, 0.362], [0.434, -0.471, -0.271], [-0.261, 0.073, -0.022], [0.252, 0.103, 0.188], [-0.456, -0.335, -0.331], [0.311, 0.152, 0.047], [-0.782, -0.073, -0.823], [0.378, 0.119, -0.086], [-0.002, 0.004, -0.075], [0.014, 0.026, -0.006], [0.028, 0.002, 0.031], [0.148, 0.014, -0.047], [0.094, -0.009, -0.041]],
  "total_energy_ha": -6291.667026,
  "homo_energy_ev": -7.76,
  "lumo_ev": -0.072,
  "spin_multiplicity": 1,
  "gap_ev": 7.685
}